Entry 1:
Computed, not measured: a 8-piece molecular cluster, C41H117N19O11P6 overall at a distorted geometry, with the ωB97M-V functional and the def2-TZVPD basis.

Structure (XYZ):
```
194
C41H117N19O11P6 the ωB97M-V functional and the def2-TZVPD basis
P -11.10344 5.35460 -3.90535
P 9.16776 0.43523 6.88285
P -4.46078 -9.02633 -3.26127
P 2.44541 10.61817 -4.95798
P -3.84188 -6.12115 7.05485
P 5.25512 -4.18262 -2.66144
O 4.04801 -4.59414 -1.86834
O 4.00553 7.53925 2.81900
O 3.85513 10.32286 -4.67923
O -11.19087 6.12622 -5.18337
O 9.71845 1.27043 5.78104
O 2.84240 5.51549 2.86755
O -3.39643 -5.69658 8.39818
O -2.25165 0.98135 1.55140
O 5.11863 5.62698 2.62182
O -5.42813 -9.88469 -2.57609
O -1.60902 1.91840 -0.31141
N 1.31531 9.34552 -4.53800
N 9.92655 0.78981 8.39475
N -9.51721 4.76530 -3.49109
N 9.46174 -1.18547 6.60292
N -12.06580 3.94703 -3.85845
N -4.75015 -7.62271 6.97097
N -4.74441 -4.94957 6.22089
N 6.76703 -4.49786 -1.88963
N 5.40618 -4.99810 -4.22932
N -4.48741 -9.10985 -4.98124
N 1.85439 11.95226 -4.01289
N 7.51688 0.60037 7.18341
N -4.56487 -7.31373 -3.08818
N -11.56418 6.38791 -2.55784
N 2.09167 11.05840 -6.58739
N -2.42911 -6.42609 6.06290
N -2.90729 -9.57951 -2.91843
N -1.46930 1.15129 0.61055
N 5.24936 -2.52525 -3.04502
C 9.59700 0.10185 9.61902
C -5.01124 -8.28662 5.73073
C -5.68954 -3.99947 6.87384
C 9.10833 -2.21169 7.61023
C 10.57208 -1.52206 5.62822
C -5.71367 -9.46635 -5.68535
C -3.42061 -8.57041 -5.81289
C 6.40043 -4.75639 -5.24613
C 5.39126 7.83468 2.51861
C -11.19572 7.82536 -2.65520
C -3.42169 -6.39676 -3.29424
C 1.74786 11.67642 -2.59558
C -5.04966 -5.15668 4.73660
C -13.51858 4.06811 -3.73107
C 1.75824 8.17198 -3.83522
C 6.81263 -5.19115 -0.61414
C 8.08406 -4.17640 -2.44562
C -8.59174 4.60448 -4.57878
C -2.46020 -10.83911 -3.36014
C 6.15521 6.50037 2.54820
C -0.25128 0.23839 0.70994
C -2.36309 -9.27750 -1.58578
C -1.76568 -5.21165 5.77389
C 11.31832 1.17440 8.40823
C -9.21990 4.12228 -2.21373
C -1.49026 -7.60877 6.33646
C 4.47877 -6.09991 -4.58254
C -11.91191 5.87557 -1.23169
C 2.39296 13.26116 -4.33146
C -5.81995 -6.64542 -2.78225
C 3.87505 6.15415 2.74649
C -5.81089 -7.90516 7.96318
C 3.28935 11.36174 -7.40257
C 6.85990 6.29225 1.22620
C -0.16794 9.41011 -4.88347
C 6.55746 -0.11091 6.36627
C -11.63337 2.67477 -4.48996
C 4.28230 -1.98111 -3.97439
C 7.00859 1.57466 8.15347
C 5.82033 -1.63895 -2.03184
C 0.89817 11.79174 -6.98344
H 10.59691 -0.87483 4.75154
H 2.81877 7.96194 -3.97398
H -2.46082 -8.24150 -1.26135
H 6.01144 -4.69992 -6.26278
H -2.76136 -11.05631 -4.38495
H -5.44307 -7.70201 8.96893
H 5.93555 1.63735 8.33445
H 8.90586 -3.24204 7.31784
H 7.20882 -5.48750 -5.23701
H -9.07107 3.88463 -5.24222
H -1.95595 -8.59006 6.42753
H -2.88433 -11.51600 -2.61850
H -5.92207 -5.80715 4.67430
H -5.35516 -9.31015 5.87972
H -0.69231 8.54754 -4.47223
H 2.73010 11.53016 -2.14625
H -1.29172 -9.47791 -1.57565
H 1.14737 10.79557 -2.36842
H 3.29779 13.47301 -3.76181
H -0.53287 10.38473 -4.55940
H 5.73281 -0.58474 -2.29466
H -6.26196 -4.52213 7.64017
H -10.57849 2.54339 -4.24897
H 6.67214 -4.49787 0.21516
H -13.86566 4.77290 -2.97549
H -0.91320 -5.48629 5.15263
H 3.41235 -1.63619 -3.41553
H 1.59477 8.32951 -2.76912
H 7.23460 5.26870 1.23153
H -0.08590 0.08328 1.77610
H -11.87303 8.32868 -1.96526
H -5.28978 -4.23851 4.20050
H 9.67970 0.80145 10.45078
H -3.59930 -5.77543 -4.17202
H 2.99934 11.24478 -8.44676
H 5.93286 -5.82485 -0.50209
H -3.02723 -9.82013 -0.91304
H 6.86264 -3.78780 -5.05552
H -4.26739 -5.66814 4.17573
H 0.05314 11.29668 -6.50496
H 11.71247 1.43386 9.39079
H 6.89984 -1.71291 -2.16330
H -8.54250 5.57311 -5.07619
H 7.01648 -0.98246 5.89959
H 5.77045 -0.51989 6.99988
H 4.57042 -6.83009 -3.77845
H 7.78367 -5.64825 -0.42379
H -7.61715 4.32213 -4.18058
H -5.62068 -5.67873 -2.31975
H -0.47585 -0.67253 0.15505
H 11.92676 0.37775 7.98014
H 1.20523 7.27353 -4.10919
H -0.76087 -7.65325 5.52768
H -5.98214 -8.71262 -6.42556
H -3.74268 -7.54313 -5.98336
H 2.68455 13.34153 -5.37865
H -11.11660 6.12796 -0.53035
H 8.58200 -0.28969 9.68660
H 7.37125 2.52566 7.76338
H -6.37493 -7.10451 -1.96412
H -1.37457 -10.93649 -3.36533
H -8.39010 3.41588 -2.23698
H -2.28194 -4.47937 5.15312
H -3.34253 -9.03752 -6.79463
H 5.45868 -1.87980 -1.03219
H -12.02755 4.79174 -1.23913
H 8.10851 -3.22871 -2.98355
H 5.41912 8.25015 1.51129
H 11.31579 2.09188 7.81973
H -2.44799 -8.63371 -5.32494
H 3.90264 -2.79650 -4.59010
H -3.28969 -5.78185 -2.40398
H 7.49914 1.45829 9.11986
H 1.72281 14.05285 -3.99647
H 3.45148 -5.73571 -4.59418
H 4.73093 -1.21767 -4.61000
H -13.84157 4.51701 -4.67036
H -11.73275 2.90734 -5.55021
H 3.60872 12.37536 -7.16035
H -10.14544 7.95516 -2.39408
H -6.32039 -3.50772 6.13335
H 4.73434 -6.56660 -5.53384
H 8.17223 -1.83414 8.02165
H 6.12685 0.55772 5.62089
H -12.26391 1.82088 -4.24217
H 0.96208 12.83213 -6.66465
H -5.80815 -7.79165 5.17572
H 0.62470 0.78072 0.35409
H 6.80016 6.31920 3.40803
H -1.43440 -4.74200 6.70006
H -11.33170 8.25710 -3.64677
H 1.29596 12.60256 -2.24038
H -6.58035 -9.43533 -5.02504
H -6.69794 -7.30431 7.76261
H 10.30029 -0.71048 9.80233
H 5.87170 8.61404 3.11011
H -9.01322 4.86286 -1.44113
H -0.21634 9.31863 -5.96854
H -5.57157 -10.41337 -6.20600
H 8.87243 -4.09331 -1.69750
H -2.56662 -7.00258 -3.59416
H 4.12904 10.70529 -7.17434
H 0.65848 11.72725 -8.04480
H 6.23771 6.34958 0.33305
H 11.49624 -1.51512 6.20614
H -13.93129 3.05925 -3.73301
H -6.41260 -6.63609 -3.69701
H 7.73312 6.93135 1.09524
H 9.93604 -2.33566 8.30853
H -10.12513 3.61923 -1.87372
H 8.25234 -4.91819 -3.22634
H -5.09829 -3.23187 7.37316
H 10.48187 -2.50798 5.17223
H -6.10018 -8.95542 7.92644
H -12.67781 6.47167 -0.73554
H -4.07797 -8.40620 5.18045
H -0.94949 -7.32952 7.24072
```

**LUMO level**: 0.0107 Eh
**HOMO**: -8.04 eV
**Calculated total energy**: -150981.7663 eV
**Frontier orbital gap**: 0.3063 hartree
**SMILES string**: CN(C)P(=O)(N(C)C)N(C)C.CN(C)P(=O)(N(C)C)N(C)C.CN(C)P(=O)(N(C)C)N(C)C.CN(C)P(=O)(N(C)C)N(C)C.CN(C)P(=O)(N(C)C)N(C)C.CN(C)P(=O)(N(C)C)N(C)C.C[C@H]1COC(=O)O1.C[N+](=O)[O-]
**Molecular weight**: 1238.4 g mol⁻¹


Entry 2:
Computed, not measured: C41H24BEuF9NPS2 as an isolated structure at a distorted geometry, with the ωB97M-V functional and the def2-TZVPD basis.

Structure (XYZ):
```
80
C41H24BEuF9NPS2 the ωB97M-V functional and the def2-TZVPD basis
Eu 0.25892 -0.52713 1.17358
S 1.48052 -4.54253 -1.53562
S 0.86202 1.91877 2.75908
P -1.49928 1.23167 -0.42832
F 3.84152 2.22047 6.90788
F -2.06698 0.46427 2.37728
F 1.60622 2.87287 5.55168
F 5.25012 -0.54553 3.33588
F -2.96908 -1.29963 3.55058
F -1.84668 -1.61913 1.56538
F -0.68528 -0.99743 3.39408
F 5.69132 0.53487 5.83368
F 3.01082 0.14697 1.92158
N 0.00002 -2.74403 -0.40222
C -1.75158 1.44227 -3.22812
C -1.34308 1.17877 -4.54182
C 1.55992 -2.50703 1.97598
C 3.22712 0.66637 3.17178
C -0.84278 2.89047 -0.04902
C -5.49768 0.61237 -0.76012
C 1.03002 -0.05983 -1.22102
C 4.36322 0.31067 3.86618
C 2.49272 2.04297 4.97558
C -3.85108 2.84827 -0.79292
C 1.63192 -3.65403 1.12778
C -6.04698 1.87257 -0.92942
C 0.28372 -3.73663 -2.49852
C -1.72178 -2.21013 -3.60052
C 0.96722 -3.56973 -0.14792
C -1.39148 3.60007 1.01688
C 0.24782 0.33567 -2.36092
C 0.01632 -3.86883 -3.84922
C -0.42928 -2.82483 -1.69372
C 2.22322 -2.69053 3.20778
C 0.62252 0.04557 -3.70332
C 2.30862 -4.82923 1.46758
C -4.13308 0.47417 -0.58512
C 0.25412 5.31947 0.72638
C 3.63442 1.71277 5.67818
C 2.93102 -4.93663 2.69018
C -0.97558 -3.07753 -4.39562
C 2.57532 -1.06373 -2.86942
C -0.85528 4.81717 1.38858
C -0.98398 1.02497 -2.16932
C 2.20682 -0.73023 -1.55452
C -1.46338 -2.08193 -2.25312
C -5.22118 2.98487 -0.93342
C 0.81702 4.60707 -0.31772
C -0.19508 0.47477 -4.77042
C 2.23752 1.52887 3.68238
C 1.79892 -0.69063 -3.93042
C 0.26702 3.40117 -0.71412
C -3.29188 1.58477 -0.62522
C 4.58222 0.84597 5.13338
C 2.88272 -3.85713 3.56188
B -1.95748 -0.86543 2.78348
H -1.17478 -3.13893 -5.45602
H -2.02558 -1.40553 -1.62462
H 3.36512 -3.93623 4.52728
H -2.68968 1.95277 -3.05552
H -7.11588 1.98737 -1.05572
H 3.46412 -1.66093 -3.03442
H 2.88012 -1.06353 -0.76332
H 0.72062 2.84067 -1.51962
H -6.13368 -0.26143 -0.75642
H -1.29108 5.37157 2.20638
H -1.95988 1.52317 -5.36262
H 2.22762 -1.87393 3.93158
H -2.22288 3.17397 1.56088
H 0.09812 0.23147 -5.78372
H -2.49778 -1.60693 -4.04802
H -3.21618 3.72367 -0.83022
H 2.05172 -0.97943 -4.94232
H -5.65358 3.96817 -1.05322
H 2.31832 -5.65613 0.76998
H -3.70528 -0.50573 -0.41092
H 0.58692 -4.55883 -4.45232
H 3.43372 -5.85263 2.97108
H 1.69972 4.98837 -0.81442
H 0.69682 6.25667 1.03298
```

**Total charge**: -1
**LUMO level (spin up / spin down)**: 0.0840 / -0.0087 Eh
**HOMO (spin up / spin down)**: -2.35 / -4.99 eV
**2S+1**: 7
**Calculated total energy**: -119823.6835 eV
**Frontier orbital gap (spin up / spin down)**: 0.1705 / 0.1748 hartree
**ΔE to the lowest compared entry with this formula, charge and spin**: 4.578 eV
**Molecular weight**: 959.5 g mol⁻¹
**<S²>**: 12.041


Entry 3:
Computed, not measured: C41H27BrF4N3O3PPtS as an isolated structure, with the ωB97M-V functional and the def2-TZVPD basis.

Structure (XYZ):
```
82
C41H27BrF4N3O3PPtS the ωB97M-V functional and the def2-TZVPD basis
Pt 0.18374 0.21115 0.01379
Br 2.28606 -1.56580 0.11692
S -3.43226 4.59118 7.62769
P 1.77522 1.66019 -0.87869
F 6.81048 1.88121 -1.72321
F 7.20231 -0.69624 -1.01484
F 5.14764 -2.20652 -0.19032
F 4.36464 2.94685 -1.62400
O -2.17947 4.82867 8.35279
O -4.62184 4.34643 8.37950
O -3.52256 5.07974 6.29188
N -0.34943 0.45726 2.11935
N -2.22318 2.43757 6.26769
N -2.87184 1.89483 8.47658
C 1.13282 1.31103 -4.84348
C 1.44352 3.66340 -4.41989
C -2.56291 -3.63376 -2.60216
C -1.57083 -1.74232 -1.45771
C 1.48552 2.09692 -2.59636
C -0.67985 -0.57498 2.91117
C 2.54493 4.35968 2.05713
C -1.36845 -0.42116 -1.07272
C -3.10633 3.25898 -2.21362
C 1.21704 2.61947 -5.30621
C 5.79389 1.14594 -1.31802
C -2.04029 0.80047 -1.46639
C -1.95429 0.22314 7.05446
C 0.54560 5.06521 0.90949
C 3.42847 0.92980 -0.83078
C -1.30041 0.89113 4.69074
C -2.46788 1.72053 -0.48817
C 1.59165 3.40505 -3.06423
C -2.68217 -2.29621 -2.14645
C -2.71260 2.64739 7.44172
C -2.48214 0.63366 8.27487
C 1.25736 1.04912 -3.48943
C -2.68649 2.35432 -3.19240
C -4.92704 -2.21906 -3.05185
C 1.74668 3.11519 0.16067
C -2.17009 1.13104 -2.82815
C -1.84400 1.16961 6.05469
C 5.99747 -0.17266 -0.95469
C 3.66422 -0.39498 -0.47002
C -3.01019 2.93871 -0.86661
C 2.67757 3.28960 1.18314
C -3.90334 -1.60533 -2.37255
C 1.48469 5.24589 1.91917
C -3.58862 -4.23567 -3.28978
C 4.92592 -0.94470 -0.52952
C -0.94924 1.95651 3.87236
C 0.66856 3.99812 0.03311
C -4.76955 -3.52794 -3.51686
C -1.15368 -0.39657 4.19460
C 4.51757 1.67797 -1.25506
C -0.48044 1.70548 2.60343
H -2.41646 1.44433 0.55714
H -4.04277 -0.60667 -1.98714
H -0.18849 2.51370 1.94541
H -0.27903 5.75835 0.80436
H 1.39057 6.08387 2.59764
H 1.81072 4.21904 -2.38516
H 1.52579 4.67892 -4.78463
H 1.11893 2.82519 -6.36434
H 3.27352 4.50541 2.84350
H -2.59215 -0.05197 9.10531
H -3.48622 -5.25099 -3.64731
H -1.41772 -1.26644 4.77961
H -0.07311 3.85185 -0.74536
H -5.58278 -4.00608 -4.04784
H -5.86021 -1.69752 -3.21600
H 0.97339 0.49784 -5.53990
H -1.84704 0.42411 -3.58158
H -2.77376 2.61101 -4.24008
H -3.52573 4.21144 -2.51121
H 1.18908 0.02766 -3.12797
H 3.50582 2.60113 1.29960
H -1.05427 2.97302 4.22624
H -0.55994 -1.56667 2.49834
H -3.36717 3.63065 -0.11503
H -0.78840 -2.45003 -1.20440
H -1.61782 -0.79553 6.92765
H -1.64236 -4.17377 -2.41534
```

**Total charge**: +2
**LUMO level (spin up / spin down)**: -0.2100 / -0.3065 Eh
**HOMO (spin up / spin down)**: -13.20 / -14.18 eV
**2S+1**: 5
**Calculated total energy**: -157830.7897 eV
**Frontier orbital gap (spin up / spin down)**: 0.2750 / 0.2146 hartree
**ΔE to the lowest compared entry with this formula, charge and spin**: 0.390 eV
**Molecular weight**: 1023.7 g mol⁻¹
**<S²>**: 6.053


Entry 4:
Computed, not measured: C41H29BBrF4INP2S4Ta as an isolated structure, with the ωB97M-V functional and the def2-TZVPD basis.

Structure (XYZ):
```
85
C41H29BBrF4INP2S4Ta the ωB97M-V functional and the def2-TZVPD basis
Ta -0.18898 0.02075 -0.18160
I 2.56780 -0.14202 -1.13238
Br -2.26270 1.91799 -0.57332
S -2.24758 -1.14077 0.18921
S -1.15032 -0.72159 3.18222
S 0.44040 0.05275 2.12585
S -2.70767 -0.17391 1.99230
P 0.95595 2.57817 -0.12669
P 0.38698 -2.62405 -0.19720
F 1.39869 5.52405 0.28366
F -0.38454 7.51498 0.23195
F -3.00601 6.98660 -0.17900
F -3.83754 4.44220 -0.53647
N -0.48407 -0.05844 -2.19969
C 2.03776 -3.44753 -0.31175
C -0.59065 0.04260 -3.36458
C 1.89065 -4.81501 -0.39780
C 3.36984 3.76536 -3.84049
C 3.22448 2.33181 1.51811
C -0.41190 -3.53234 -4.04621
C -2.13418 6.00682 -0.14673
C 1.43051 2.78024 -2.82697
C 3.69372 -1.55160 -0.08056
C 0.11668 5.23109 0.09360
C 4.37891 -3.81696 0.29392
C 2.13662 3.13952 -3.96415
C 1.90649 2.77014 1.39926
C 1.89416 3.32321 3.74680
C -1.62908 3.67688 -0.28944
C -0.66742 -4.34899 3.96159
C -1.67041 -4.28970 3.00956
C 1.95899 3.04184 -1.56059
C 5.90970 -1.98727 0.72882
C 5.64850 -3.32548 0.68857
C -1.52945 -4.22393 -1.59446
C 3.87021 2.39422 2.74466
C -0.13213 -3.33574 1.40761
C 0.60625 -3.89125 3.64550
C -0.79153 6.27507 0.06417
C -1.50027 -4.39554 -3.99632
C 3.20822 2.88706 3.85938
C 1.24369 3.26113 2.52582
C 3.33022 -2.91711 -0.04314
C -2.05012 -4.74386 -2.77355
C -2.55399 4.69730 -0.32702
C 4.92006 -1.08701 0.29624
C -0.28072 3.90983 -0.07261
C 4.16322 -5.21166 0.21682
C -1.41230 -3.77302 1.74475
C 3.18267 3.69996 -1.43962
C -0.45526 -3.33886 -1.63901
C 3.88499 4.05326 -2.58237
C 0.10861 -3.01095 -2.87596
C 2.95290 -5.70467 -0.17155
C 0.87288 -3.40066 2.37938
B -0.60334 0.21716 -4.87826
H 4.98385 -5.87663 0.45867
H -1.90851 -4.80498 -4.91135
H 4.89956 2.06695 2.82458
H 0.91559 -5.23850 -0.60085
H 3.57779 3.95757 -0.46609
H 3.76594 1.96319 0.65800
H 5.16060 -0.03229 0.22421
H -2.88482 -5.43172 -2.72751
H 0.45793 2.32212 -2.93894
H 3.92416 4.04547 -4.72751
H 0.03235 -3.26573 -4.99635
H 0.21498 3.59610 2.46144
H -1.06347 -0.79321 -5.34478
H -1.95750 -4.54099 -0.65826
H 1.88046 -3.06972 2.15312
H 2.78538 -6.76914 -0.25868
H -2.66656 -4.64227 3.24492
H -1.24891 1.21207 -5.09719
H 1.71531 2.93187 -4.94002
H 3.71767 2.94028 4.81306
H 1.37448 3.71785 4.61043
H 6.41538 -4.04399 0.95252
H 4.83345 4.56804 -2.48987
H 0.58491 0.34471 -5.10130
H 6.87856 -1.61301 1.03287
H -2.23004 -3.70718 1.04872
H 1.39776 -3.93059 4.38337
H 0.97550 -2.36019 -2.93153
H -0.87239 -4.75245 4.94544
```

**Total charge**: +2
**LUMO level**: -0.2878 Eh
**HOMO**: -13.64 eV
**Calculated total energy**: -197623.9674 eV
**Frontier orbital gap**: 0.2136 hartree
**ΔE to the lowest compared entry with this formula, charge and spin**: 0.000 eV
**Molecular weight**: 1200.5 g mol⁻¹